Entry 1:
Here is an isolated molecule of C25H28O4 from the OMol25 dataset. Energies are from the ωB97M-V functional and the def2-TZVPD basis.

Results
- HOMO level: -8.30 eV
- SMILES: CC(C)=CCC/C(C)=C/Cc1c(O)ccc(C(=O)/C=C/c2ccc(O)cc2)c1O
- ΔE to the lowest compared entry with this formula, charge and spin: 3.7 kcal per mole
- Gap between HOMO and LUMO: 8.25 eV

```
57
C25H28O4, DFT the ωB97M-V functional and the def2-TZVPD basis
C 5.346 -1.633 4.449
C 4.817 -1.839 3.060
C 3.764 -1.208 2.554
C 2.914 -0.190 3.256
H 3.537 0.488 3.844
H 2.385 0.406 2.510
C 1.875 -0.833 4.199
C 0.931 -1.734 3.445
C -0.108 -1.212 2.797
C -1.132 -1.919 1.958
C -1.212 -1.331 0.567
C -0.084 -1.255 -0.247
C -0.185 -0.767 -1.555
C -1.387 -0.310 -2.029
C -2.533 -0.324 -1.225
C -2.444 -0.890 0.070
O -3.522 -1.007 0.855
H -4.306 -0.722 0.319
C -3.819 0.192 -1.689
O -4.882 -0.104 -1.128
C -3.856 1.114 -2.830
C -2.964 2.092 -3.038
C -3.001 3.089 -4.089
C -3.965 3.101 -5.100
C -3.952 4.068 -6.082
C -2.972 5.057 -6.084
C -2.002 5.058 -5.084
C -2.021 4.088 -4.107
H -1.263 4.097 -3.337
H -1.246 5.827 -5.096
O -2.924 6.027 -7.030
H -3.649 5.915 -7.657
H -4.707 4.062 -6.858
H -4.735 2.345 -5.122
H -2.131 2.189 -2.351
H -4.755 1.038 -3.425
H -1.460 0.037 -3.047
H 0.701 -0.767 -2.169
O 1.131 -1.674 0.166
H 1.096 -1.892 1.112
H -2.114 -1.802 2.421
H -0.926 -2.990 1.889
H -0.267 -0.142 2.859
C 1.296 -3.188 3.478
H 1.177 -3.569 4.493
H 0.684 -3.796 2.818
H 2.342 -3.309 3.200
H 1.316 -0.033 4.688
H 2.398 -1.406 4.965
H 3.459 -1.442 1.543
C 5.573 -2.859 2.260
H 5.610 -3.809 2.794
H 6.600 -2.530 2.104
H 5.111 -3.021 1.289
H 5.076 -2.481 5.080
H 4.952 -0.730 4.906
H 6.433 -1.571 4.430
```



Entry 2:
Here is a cluster of 2 separate species, C4H11N2 in total from the OMol25 dataset. Energies are from the ωB97M-V functional and the def2-TZVPD basis.

Results
- HOMO level: -14.89 eV
- ΔE to the lowest compared entry with this formula, charge and spin: 173.1 kcal per mole
- Gap between HOMO and LUMO: 5.11 eV
- Net charge: +1

```
17
C4H11N2, DFT the ωB97M-V functional and the def2-TZVPD basis
C 1.613 0.575 -0.999
C 1.610 0.256 0.535
C 1.247 -1.180 0.852
N -1.645 0.166 1.004
C -2.052 0.234 -0.222
N -1.249 0.004 -1.233
H 2.565 0.787 -1.480
H 0.914 1.435 -1.091
H 1.087 -0.247 -1.509
H 2.656 0.336 0.805
H 1.008 0.971 1.081
H 1.002 -1.380 1.896
H 0.248 -1.352 0.353
H 1.873 -2.003 0.517
H -3.119 0.397 -0.477
H -2.387 -0.005 1.692
H -1.618 0.131 -2.179
```



Entry 3:
Here is a cluster of 2 separate species, C20H26ClF3INO6 in total from the OMol25 dataset. Energies are from the ωB97M-V functional and the def2-TZVPD basis.

Results
- HOMO level: -9.23 eV
- SMILES: CC(C)=NC1=C(CCC(F)(F)F)C(=O)C(I)=C(CC(=O)Cl)C1=O.COCCOCCOC
- Gap between HOMO and LUMO: 7.85 eV

```
58
C20H26ClF3INO6, DFT the ωB97M-V functional and the def2-TZVPD basis
C 1.148 -0.976 -2.771
C -0.263 -0.601 -2.432
C -0.857 -1.229 -1.196
N -0.882 0.223 -3.180
C -1.903 1.010 -2.659
C -1.641 2.169 -2.032
C -0.222 2.667 -1.897
C 0.048 3.816 -0.920
C 0.302 3.333 0.495
F -0.214 2.111 0.732
F -0.195 4.158 1.417
F 1.623 3.220 0.742
C -2.803 2.902 -1.483
O -2.740 3.583 -0.487
C -4.126 2.731 -2.186
I -5.414 4.345 -2.027
C -4.398 1.587 -2.815
C -5.706 1.284 -3.502
C -6.730 0.635 -2.584
O -7.612 1.226 -2.054
Cl -6.584 -1.111 -2.337
C -3.318 0.549 -2.832
O -3.580 -0.612 -3.027
H 1.771 -0.311 -2.160
H 1.382 -0.793 -3.818
H 1.390 -1.990 -2.457
H -0.974 -0.454 -0.431
H -0.210 -2.019 -0.823
H -1.837 -1.639 -1.441
H 0.073 3.017 -2.892
H 0.458 1.851 -1.657
H 0.979 4.292 -1.236
H -0.710 4.592 -0.914
H -5.508 0.604 -4.332
H -6.153 2.208 -3.865
C 5.110 -4.048 3.634
O 4.487 -2.860 3.206
C 4.483 -2.715 1.798
C 3.318 -1.868 1.339
O 2.065 -2.534 1.355
C 1.456 -2.763 2.617
C 0.882 -1.521 3.261
O 1.903 -0.716 3.820
C 1.561 0.652 3.861
H 6.180 -4.050 3.394
H 4.991 -4.109 4.714
H 4.639 -4.928 3.179
H 4.426 -3.697 1.313
H 5.417 -2.226 1.487
H 3.492 -1.624 0.287
H 3.278 -0.928 1.892
H 2.132 -3.283 3.298
H 0.620 -3.435 2.407
H 0.193 -1.825 4.060
H 0.319 -0.954 2.508
H 1.314 1.029 2.862
H 2.427 1.195 4.234
H 0.713 0.832 4.532
```



Entry 4:
Here is a structure of composition C5H8O2 from the OMol25 dataset. Energies are from the ωB97M-V functional and the def2-TZVPD basis.

Results
- HOMO level: -9.40 eV
- ΔE to the lowest compared entry with this formula, charge and spin: 71.6 kcal per mole
- Gap between HOMO and LUMO: 10.14 eV

```
15
C5H8O2, DFT the ωB97M-V functional and the def2-TZVPD basis
C -1.900 -0.274 -0.121
C -0.683 0.607 0.088
O -0.274 0.618 1.483
C 1.048 0.359 1.079
C 1.254 -0.949 0.356
C 0.775 0.289 -0.362
O 1.409 0.866 -1.436
H -1.708 -1.310 0.178
H -2.726 0.096 0.500
H -2.231 -0.253 -1.164
H -0.888 1.635 -0.230
H 1.885 0.884 1.521
H 2.304 -1.219 0.275
H 0.513 -1.653 0.034
H 1.221 0.305 -2.201
```



Entry 5:
Here is an isolated molecule of C4H8O2 from the OMol25 dataset. Energies are from the ωB97M-V functional and the def2-TZVPD basis.

Results
- HOMO level: -10.34 eV
- SMILES: CC[C@@H](O)C=O
- ΔE to the lowest compared entry with this formula, charge and spin: 23.2 kcal per mole
- Gap between HOMO and LUMO: 11.20 eV

```
14
C4H8O2, DFT the ωB97M-V functional and the def2-TZVPD basis
C -0.145 0.960 1.267
C 0.812 0.672 0.110
C 0.427 -0.567 -0.706
O 0.708 -1.742 0.000
C -1.037 -0.533 -1.081
O -1.769 -1.475 -0.869
H 0.170 1.847 1.826
H -0.198 0.110 1.955
H -1.160 1.154 0.899
H 1.824 0.495 0.486
H 0.872 1.539 -0.560
H 0.982 -0.543 -1.663
H -0.078 -2.308 -0.100
H -1.408 0.392 -1.565
```



Entry 6:
Here is a cluster of 4 separate species, C32H42BClN7O8 in total from the OMol25 dataset. Energies are from the ωB97M-V functional and the def2-TZVPD basis.

Results
- HOMO level: -9.87 eV
- Gap between HOMO and LUMO: 4.69 eV
- Net charge: +1

```
91
C32H42BClN7O8, DFT the ωB97M-V functional and the def2-TZVPD basis
C 1.235 1.058 3.336
C 0.652 -0.378 2.852
O 1.520 -1.052 1.875
B 1.175 -0.705 0.529
O 1.082 0.719 0.190
N 0.948 -1.675 -0.604
C 0.121 -2.861 -0.198
C -1.450 -2.702 -0.601
C -1.683 -2.477 -2.175
C -3.006 -1.654 -2.547
N -3.052 -0.286 -1.923
C -1.983 0.483 -1.320
C -2.325 1.862 -0.708
C -3.860 1.922 -1.056
C -4.236 0.589 -1.792
C 2.221 -2.059 -1.215
N 2.986 -3.082 -0.683
N 2.753 -1.420 -2.419
C 3.457 -0.120 -2.130
C 4.939 0.004 -2.744
C 5.212 -0.869 -4.065
Cl 5.129 1.792 -3.264
H 2.242 1.245 2.800
H 0.516 1.854 2.894
H 1.292 1.174 4.468
H 0.634 -1.038 3.804
H -0.436 -0.330 2.486
H 0.214 1.043 0.553
H 0.494 -3.784 -0.794
H 0.198 -3.064 0.940
H -1.904 -1.889 0.064
H -1.941 -3.704 -0.287
H -0.712 -1.991 -2.585
H -1.791 -3.517 -2.675
H -3.034 -1.541 -3.700
H -3.913 -2.302 -2.231
H -0.958 -0.015 -1.353
H -1.645 2.602 -0.166
H -4.514 2.817 -0.797
H -5.282 0.334 -2.175
H 2.702 -4.032 -0.988
H 3.756 -2.922 -0.018
H 1.906 -1.142 -2.969
H 2.846 0.790 -2.487
H 3.566 0.030 -0.984
H 5.731 -0.137 -1.918
H 4.305 -1.423 -4.478
H 5.578 -0.177 -4.919
H 6.111 -1.553 -3.832
C -2.008 -3.217 7.027
C -0.943 -3.427 6.156
C -1.186 -3.747 4.824
C -2.502 -3.850 4.374
C -3.572 -3.648 5.244
C -3.320 -3.331 6.575
N -2.763 -4.162 2.967
O -1.797 -4.352 2.235
O -3.927 -4.212 2.600
H -1.815 -2.961 8.065
H 0.077 -3.338 6.515
H -0.347 -3.908 4.155
H -4.599 -3.731 4.904
H -4.145 -3.169 7.260
C 2.052 2.307 -8.856
C 0.939 1.480 -8.979
C 0.670 0.523 -8.006
C 1.523 0.407 -6.909
C 2.644 1.227 -6.783
C 2.905 2.179 -7.763
N 1.231 -0.581 -5.869
O 0.253 -1.296 -6.019
O 1.986 -0.633 -4.901
H 2.255 3.056 -9.615
H 0.278 1.583 -9.834
H -0.200 -0.115 -8.114
H 3.315 1.140 -5.935
H 3.773 2.825 -7.674
C -1.506 6.843 4.408
C -1.880 6.737 5.744
C -1.756 5.522 6.408
C -1.251 4.417 5.724
C -0.881 4.515 4.384
C -1.011 5.734 3.727
N -1.095 3.141 6.427
O -1.447 3.089 7.596
O -0.617 2.199 5.805
H -1.599 7.795 3.894
H -2.266 7.605 6.269
H -2.052 5.453 7.450
H -0.491 3.659 3.843
H -0.723 5.821 2.684
```



Please write out number 2 again, unchanged.
Here is a cluster of 2 separate species, C4H11N2 in total from the OMol25 dataset. Energies are from the ωB97M-V functional and the def2-TZVPD basis.

Results
- HOMO level: -14.89 eV
- ΔE to the lowest compared entry with this formula, charge and spin: 173.1 kcal per mole
- Gap between HOMO and LUMO: 5.11 eV
- Net charge: +1

```
17
C4H11N2, DFT the ωB97M-V functional and the def2-TZVPD basis
C 1.613 0.575 -0.999
C 1.610 0.256 0.535
C 1.247 -1.180 0.852
N -1.645 0.166 1.004
C -2.052 0.234 -0.222
N -1.249 0.004 -1.233
H 2.565 0.787 -1.480
H 0.914 1.435 -1.091
H 1.087 -0.247 -1.509
H 2.656 0.336 0.805
H 1.008 0.971 1.081
H 1.002 -1.380 1.896
H 0.248 -1.352 0.353
H 1.873 -2.003 0.517
H -3.119 0.397 -0.477
H -2.387 -0.005 1.692
H -1.618 0.131 -2.179
```